[1]
13
Properties=species:S:1:pos:R:3:lowdin_charge:R:1 method="wB97M-V/def2-TZVPD" multiplicity=1 homo_lumo_gap_ev=10.79 de_lowest_kj_mol=277.2 lumo_energy_ev=0.894
C -0.1264 0.8815 0.8222 -0.10
C 0.8913 0.1023 -0.0332 -0.32
C 0.3211 -1.3184 -0.2350 -0.23
O -1.0634 -1.2859 -0.5029 -0.08
C -0.5560 1.2794 -0.6128 -0.14
N 0.5004 0.8848 -1.2212 0.10
H 0.2728 1.7613 1.3276 0.10
H -0.6319 0.2864 1.6040 0.11
H -1.4644 -0.7254 0.1751 0.06
H 1.9516 0.0940 0.2388 0.14
H 0.5140 -1.9189 0.6642 0.12
H 0.7892 -1.7950 -1.0991 0.12
H -1.3982 1.7537 -1.1276 0.11



[2]
13
Properties=species:S:1:pos:R:3:lowdin_charge:R:1 method="wB97M-V/def2-TZVPD" smiles=C1NC[C@H]2O[C@@H]12 multiplicity=1 homo_lumo_gap_ev=10.32 de_lowest_kj_mol=454.0 lumo_energy_ev=0.856
C 0.1628 1.3112 -0.0830 -0.16
N -1.1527 0.6794 0.1631 -0.02
C -0.8541 -0.8673 0.4409 -0.11
C 0.4232 -0.9943 -0.2249 -0.49
O 0.4277 -0.8433 -1.6295 0.02
C 0.9630 0.1444 -0.5613 -0.21
H 0.7283 1.7395 0.7082 0.11
H -0.0735 2.0563 -0.7916 0.10
H -1.4361 1.0567 1.0619 0.08
H -0.3561 -1.0823 1.4414 0.12
H -1.7966 -1.5535 0.0523 0.18
H 0.9545 -1.9712 0.3696 0.20
H 2.0097 0.3244 -0.9472 0.17



[3]
13
Properties=species:S:1:pos:R:3:lowdin_charge:R:1 method="wB97M-V/def2-TZVPD" smiles="C[C@H]1COC=N1" multiplicity=1 homo_lumo_gap_ev=10.46 de_lowest_kj_mol=144.8 lumo_energy_ev=1.029
C -1.5364 -0.6565 0.2514 -0.07
C -0.2737 -0.1480 -0.4369 -0.36
C 0.2858 1.1906 0.1624 -0.10
O 1.7078 0.9581 0.2067 -0.05
C 1.8741 -0.3471 -0.1285 -0.24
N 0.8721 -1.0628 -0.3767 0.08
H -1.7983 -1.6338 -0.1599 0.07
H -2.3872 0.0186 0.0972 0.08
H -1.3883 -0.7718 1.3325 0.08
H -0.2976 -0.3284 -1.5235 0.14
H -0.0623 1.3824 1.1960 0.12
H 0.1088 2.0954 -0.4247 0.12
H 2.8953 -0.6966 -0.1959 0.13



[4]
13
Properties=species:S:1:pos:R:3:lowdin_charge:R:1 method="wB97M-V/def2-TZVPD" multiplicity=1 homo_lumo_gap_ev=8.45 de_lowest_kj_mol=455.3 lumo_energy_ev=-0.052
O 1.4558 1.0565 1.3407 0.01
C 0.4981 0.8550 0.3711 -0.31
C 0.5760 -0.0791 -1.2754 -0.16
N -0.7676 -0.0989 -1.2894 -0.02
C -1.1669 -0.9015 -0.1604 -0.28
C -0.6742 0.1393 0.7728 -0.02
H 1.4940 0.2677 1.8978 0.10
H 0.4306 1.7766 -0.1970 0.14
H 1.1374 -0.9877 -1.0078 0.10
H 1.0692 0.5546 -2.0125 0.09
H -0.6776 -1.8922 -0.0820 0.11
H -2.2527 -1.0302 -0.1070 0.11
H -1.1221 0.3400 1.7490 0.11



[5]
13
Properties=species:S:1:pos:R:3:lowdin_charge:R:1 method="wB97M-V/def2-TZVPD" smiles="C=CC#N.[H][H].C=O" multiplicity=1 homo_lumo_gap_ev=10.63 de_lowest_kj_mol=342.9 lumo_energy_ev=0.226
C 0.8858 -0.4107 -1.2065 0.04
C 1.6974 0.0913 -0.2778 -0.17
C 1.5496 -0.2478 1.1116 -0.25
N 1.3918 -0.5006 2.2313 0.15
H 0.9548 -0.1039 -2.2441 0.08
H 0.1153 -1.1318 -0.9600 0.05
H 2.4811 0.8009 -0.5226 0.10
H -1.1981 1.8777 0.0025 0.03
H -0.5437 2.2169 0.1139 0.05
C -1.8338 -0.6492 0.4491 -0.18
O -2.3500 0.0608 -0.3781 -0.06
H -1.8982 -1.7527 0.3782 0.09
H -1.2520 -0.2511 1.3025 0.07



[6]
13
Properties=species:S:1:pos:R:3:lowdin_charge:R:1 method="wB97M-V/def2-TZVPD" multiplicity=1 homo_lumo_gap_ev="8.56 / 8.18" de_lowest_kj_mol=488.1 lumo_energy_ev="-0.664 / -0.632"
C -0.7112 1.3486 0.2670 -0.04
C -0.2742 -0.0140 -0.2428 -0.70
C -0.3750 -1.1856 0.6368 0.10
N -0.6317 -0.3245 -1.5115 0.17
C 1.3797 -0.1247 -0.1039 -0.22
O 2.1256 -0.5654 -0.9163 0.09
H -0.4441 2.1115 -0.4704 0.09
H -1.7964 1.3386 0.3899 0.09
H -0.2587 1.5845 1.2356 0.08
H 0.3722 -1.4166 1.3977 0.07
H -0.9976 -2.0143 0.3105 0.07
H -0.1008 -1.1475 -1.8037 0.06
H 1.6887 0.3927 0.8291 0.13



[7]
13
Properties=species:S:1:pos:R:3:lowdin_charge:R:1 method="wB97M-V/def2-TZVPD" smiles="CN1CC(=O)C1" multiplicity=1 homo_lumo_gap_ev=10.07 de_lowest_kj_mol=242.7 lumo_energy_ev=0.842
C -1.5523 -0.2132 0.1751 -0.11
N -0.3483 -0.0346 -0.6225 -0.25
C 0.4222 1.1288 -0.2056 -0.10
C 1.4336 0.1828 0.6061 -0.28
O 2.4670 0.3232 1.1928 0.10
C 0.7031 -0.9737 -0.2576 -0.09
H -2.0204 -1.1622 -0.1034 0.08
H -1.3912 -0.2156 1.2725 0.09
H -2.2535 0.5916 -0.0653 0.08
H 1.0522 1.4938 -1.0283 0.12
H -0.2180 1.9630 0.1172 0.12
H 0.3031 -1.9639 0.0113 0.12
H 1.4028 -1.1200 -1.0923 0.12



[8]
13
Properties=species:S:1:pos:R:3:lowdin_charge:R:1 method="wB97M-V/def2-TZVPD" multiplicity=1 homo_lumo_gap_ev="7.61 / 7.62" de_lowest_kj_mol=476.9 lumo_energy_ev="-0.137 / -0.131"
C -0.5071 1.4461 1.7926 -0.03
O 0.6317 0.6221 1.5062 -0.08
C 0.5529 -0.1425 0.4575 0.01
C 0.8558 -0.9170 -2.1536 -0.06
C 0.2790 -1.8349 -1.3183 -0.46
N -0.1734 -2.3483 -0.3471 0.10
H -1.3586 0.8134 2.0565 0.10
H -0.2220 2.0710 2.6377 0.10
H -0.7472 2.0668 0.9241 0.10
H 1.4343 -0.7261 0.2687 0.08
H -0.2956 -0.0386 -0.1972 0.07
H 1.8880 -1.0656 -2.4570 0.04
H 0.2203 -0.3812 -2.8531 0.04



[9]
13
Properties=species:S:1:pos:R:3:lowdin_charge:R:1 method="wB97M-V/def2-TZVPD" multiplicity=1 homo_lumo_gap_ev=9.22 de_lowest_kj_mol=277.0 lumo_energy_ev=1.054
C 1.7172 0.9893 0.7088 -0.07
C 0.0176 -0.6931 -0.7673 -0.04
C -1.4190 -1.1174 -0.6199 -0.17
N -1.7050 0.2667 -0.0957 0.06
C -0.3064 0.4343 -0.1183 -0.44
O 0.3883 1.4348 0.4369 -0.04
H 2.1865 0.5499 -0.1798 0.09
H 2.2863 1.8595 1.0307 0.09
H 1.6948 0.2191 1.4918 0.10
H 0.8678 -1.0174 -1.3440 0.09
H -1.5579 -1.8618 0.1749 0.11
H -1.9786 -1.4018 -1.5136 0.10
H -2.1917 0.3380 0.7955 0.11



[10]
13
Properties=species:S:1:pos:R:3:lowdin_charge:R:1 method="wB97M-V/def2-TZVPD" smiles="[H]/N=C1/CCCO1" multiplicity=1 homo_lumo_gap_ev=10.86 de_lowest_kj_mol=92.0 lumo_energy_ev=0.955
H 2.9128 0.7671 0.1366 0.06
N 2.4044 -0.0659 0.4382 0.15
C 1.1782 0.0508 0.1647 -0.47
C 0.0511 -0.8595 0.5857 -0.12
C -1.0293 -0.5719 -0.4491 -0.16
C -0.8181 0.9315 -0.4321 -0.18
O 0.6084 1.1029 -0.4937 -0.02
H 0.3345 -1.8934 0.7757 0.12
H -0.3318 -0.3779 1.4913 0.12
H -2.0264 -0.8457 -0.0945 0.12
H -0.8518 -1.0230 -1.4323 0.12
H -1.1678 1.2749 0.5473 0.12
H -1.2643 1.5103 -1.2377 0.13



[11]
13
Properties=species:S:1:pos:R:3:lowdin_charge:R:1 method="wB97M-V/def2-TZVPD" multiplicity=1 homo_lumo_gap_ev=9.49 de_lowest_kj_mol=355.3 lumo_energy_ev=0.646
O 1.8133 1.6171 1.0601 -0.04
C 1.9495 0.6452 0.2060 0.02
C -0.5777 -1.0172 -1.1439 -0.12
C -1.0569 -0.6821 0.2697 -0.24
C -1.1447 0.7634 0.4973 -0.23
N -1.1550 1.9048 0.6979 0.15
H 0.8970 1.9642 0.9850 0.04
H 3.0019 0.3087 0.3667 0.02
H 0.3381 -0.4584 -1.3438 0.03
H -0.3578 -2.0858 -1.2069 0.08
H -1.3349 -0.7686 -1.8902 0.08
H -0.3438 -1.0591 1.0098 0.11
H -2.0290 -1.1322 0.4922 0.11



[12]
13
Properties=species:S:1:pos:R:3:lowdin_charge:R:1 method="wB97M-V/def2-TZVPD" multiplicity=1 homo_lumo_gap_ev=9.06 de_lowest_kj_mol=533.3 lumo_energy_ev=0.255
O 1.2364 -1.4072 -0.7577 -0.06
C 0.0200 -1.6403 -0.8055 -0.33
C -1.0129 -0.6558 -0.8525 -0.01
C -0.3135 0.6027 0.8348 -0.18
C 1.0933 0.8080 0.6328 -0.13
N 0.0170 1.8528 0.2817 0.01
H -0.2404 -2.7030 -0.7329 0.11
H -2.0362 -1.0510 -0.8493 0.07
H -0.8576 0.2603 -1.3980 0.07
H -1.0118 0.3122 1.6073 0.11
H 1.4019 0.0357 -0.3482 0.13
H 1.8321 0.9534 1.4530 0.11
H -0.1283 2.6322 0.9346 0.10



[13]
13
Properties=species:S:1:pos:R:3:lowdin_charge:R:1 method="wB97M-V/def2-TZVPD" smiles=CCOCC#N multiplicity=1 homo_lumo_gap_ev=11.50 de_lowest_kj_mol=154.1 lumo_energy_ev=0.857
C -1.3715 -0.8853 -0.2500 -0.07
C -0.7341 0.4179 -0.7022 -0.26
O -0.0305 1.0252 0.3832 -0.14
C 1.3583 0.9047 0.3307 -0.21
C 1.8365 -0.4847 0.1221 -0.19
N 2.1971 -1.5648 -0.0805 0.16
H -2.0967 -0.6879 0.5458 0.08
H -1.8865 -1.3722 -1.0855 0.08
H -0.6148 -1.5761 0.1358 0.06
H -1.4940 1.1391 -1.0204 0.12
H -0.0573 0.2558 -1.5533 0.12
H 1.7450 1.2626 1.2888 0.13
H 1.7983 1.5216 -0.4680 0.13



[14]
13
Properties=species:S:1:pos:R:3:lowdin_charge:R:1 method="wB97M-V/def2-TZVPD" multiplicity=1 homo_lumo_gap_ev=10.80 de_lowest_kj_mol=404.4 lumo_energy_ev=0.923
O -1.3638 1.7624 -0.6136 -0.09
N -0.3754 2.1439 0.2782 0.00
C 0.3040 1.2067 0.8071 -0.17
C 0.0019 -0.2575 0.6976 -0.23
C 1.0040 -1.1159 -0.0980 -0.14
C -0.2605 -0.8054 -0.7644 -0.18
H -1.3247 0.7617 -0.5771 0.04
H 1.0610 1.4724 1.5845 0.12
H -0.7029 -0.7615 1.3703 0.14
H 1.1588 -2.2095 0.1776 0.12
H 1.9689 -0.6040 -0.3367 0.12
H -0.4157 -0.0676 -1.7118 0.16
H -1.0554 -1.5256 -0.8139 0.09



[15]
13
Properties=species:S:1:pos:R:3:lowdin_charge:R:1 method="wB97M-V/def2-TZVPD" multiplicity=1 homo_lumo_gap_ev="8.32 / 8.27" de_lowest_kj_mol=618.0 lumo_energy_ev="-1.401 / -1.333"
C 1.9225 0.2792 -0.4650 -0.12
N 0.5540 -0.0283 -0.8286 0.01
C -1.6059 1.1819 0.8250 0.20
C -0.1665 -0.6662 0.0054 -0.24
C -1.4973 -1.1960 -0.4428 -0.31
O -2.0529 -2.0927 0.1439 0.04
H 2.2343 1.2059 -0.9535 0.08
H 2.5639 -0.5209 -0.8559 0.09
H 2.0878 0.3535 0.6192 0.08
H -1.2214 1.0909 1.8666 -0.03
H -1.1304 2.1203 0.4661 -0.04
H 0.1761 -0.9729 1.0063 0.13
H -1.8642 -0.7548 -1.3868 0.12



[16]
13
Properties=species:S:1:pos:R:3:lowdin_charge:R:1 method="wB97M-V/def2-TZVPD" multiplicity=1 homo_lumo_gap_ev="8.13 / 7.99" de_lowest_kj_mol=727.7 lumo_energy_ev="0.657 / 0.918"
C -0.2552 -1.1708 -0.0739 0.01
C 2.6735 0.7266 0.3067 -0.18
C 2.3282 -0.6992 0.3727 -0.11
C -2.2608 0.2033 -0.4438 -0.13
N -0.8967 -0.1684 -0.1534 -0.06
O 2.7687 -0.1402 -0.8520 -0.09
H -0.5350 -2.1267 0.1737 0.03
H 1.9755 1.5772 0.2492 0.10
H 3.6416 1.2183 0.5256 0.10
H 2.6289 -1.6239 0.9218 0.09
H -2.8082 -0.0442 -1.4002 0.09
H -2.4238 1.3041 -0.3918 0.07
H -2.7968 -0.1793 0.4318 0.07



[17]
13
Properties=species:S:1:pos:R:3:lowdin_charge:R:1 method="wB97M-V/def2-TZVPD" multiplicity=1 homo_lumo_gap_ev=7.96 de_lowest_kj_mol=523.4 lumo_energy_ev=-0.028
O 0.9138 -2.4454 1.2160 0.10
C 0.0397 -1.9623 0.5509 -0.23
N 0.1263 -0.6791 -0.0103 -0.16
C 1.0201 0.3364 0.1691 -0.12
C 0.3073 1.0942 -0.9267 -0.20
C -0.8132 0.0947 -0.6701 -0.15
H -0.9060 -2.4678 0.2927 0.14
H -0.2693 1.1484 1.2603 0.09
H 2.0317 0.2368 0.5326 0.11
H 0.1261 2.1642 -0.8360 0.11
H 0.7753 0.8491 -1.8873 0.12
H -1.5728 -0.3185 -1.3247 0.10
H -1.0072 1.0314 0.8940 0.09



[18]
13
Properties=species:S:1:pos:R:3:lowdin_charge:R:1 method="wB97M-V/def2-TZVPD" smiles="C=NC/C=C/O" multiplicity=1 homo_lumo_gap_ev=9.40 de_lowest_kj_mol=313.3 lumo_energy_ev=0.774
C -0.9865 -1.2696 0.5831 -0.11
N -1.0734 -1.0288 -0.6600 -0.04
C -1.0019 0.3980 -0.9286 -0.26
C 0.4435 0.7208 -0.6330 -0.08
C 1.2185 -0.0630 0.1457 -0.23
O 2.1552 0.4369 0.9948 0.01
H -1.1011 -0.4970 1.3605 0.09
H -0.7131 -2.2654 0.9301 0.08
H -1.6417 0.9885 -0.2363 0.11
H -1.3219 0.6503 -1.9451 0.10
H 0.8556 1.6772 -0.9390 0.11
H 1.2462 -1.1471 0.1415 0.11
H 1.8056 1.2886 1.2877 0.10



[19]
13
Properties=species:S:1:pos:R:3:lowdin_charge:R:1 method="wB97M-V/def2-TZVPD" multiplicity=1 homo_lumo_gap_ev="6.82 / 6.82" de_lowest_kj_mol=605.6 lumo_energy_ev="0.275 / 0.275"
O 2.2384 0.4034 0.1298 0.13
C 0.9880 0.1217 -0.2091 -0.37
C 0.2690 -1.1899 -0.0151 -0.04
C -1.0720 -0.3688 -0.0021 -0.49
N -1.4481 -0.0296 1.2840 -0.05
C -0.1862 0.8852 -0.3926 -0.02
H 2.3325 1.3545 0.2956 0.14
H 0.4296 0.5469 -1.4521 0.22
H 0.4572 -1.5441 1.0011 0.13
H 0.4476 -1.9783 -0.7496 0.11
H -1.7979 -0.6620 -0.7794 0.13
H -2.3183 0.5010 1.2148 -0.01
H -0.3399 1.9600 -0.3253 0.13



[20]
13
Properties=species:S:1:pos:R:3:lowdin_charge:R:1 method="wB97M-V/def2-TZVPD" smiles="C/N=C1/CCO1" multiplicity=1 homo_lumo_gap_ev=10.73 de_lowest_kj_mol=268.3 lumo_energy_ev=0.994
C -1.9801 -1.0320 -0.6702 -0.11
N -1.3857 -0.4765 0.5707 0.04
C -0.2347 0.0361 0.4859 -0.24
C 0.9102 1.0405 0.9904 -0.06
C 1.8130 0.3702 -0.0328 -0.19
O 0.6090 0.0267 -0.7476 -0.11
H -1.2648 -0.9625 -1.4909 0.06
H -2.8836 -0.4631 -0.9449 0.08
H -2.2964 -2.0759 -0.5462 0.07
H 1.1094 1.0374 2.0466 0.09
H 0.7206 2.0589 0.6005 0.12
H 2.5553 0.9663 -0.6016 0.12
H 2.3278 -0.5261 0.3401 0.11